{"formula": "C16H45AlF4N5O13S4", "method": "ωB97M-V/def2-TZVPD", "elements": ["Al", "N", "S", "O", "O", "F", "S", "O", "O", "F", "N", "S", "O", "O", "F", "S", "O", "O", "F", "C", "C", "C", "O", "C", "N", "H", "H", "H", "H", "H", "H", "H", "H", "H", "H", "H", "C", "C", "C", "O", "C", "N", "H", "H", "H", "H", "H", "H", "H", "H", "H", "H", "H", "C", "C", "C", "O", "C", "N", "H", "H", "H", "H", "H", "H", "H", "H", "H", "H", "H", "C", "C", "O", "H", "H", "H", "H", "H", "H", "C", "C", "O", "H", "H", "H", "H", "H", "H"], "positions_angstrom": [[2.6803, -0.2754, 0.0262], [3.4665, 0.3834, -2.6008], [2.8394, 0.0849, -4.0004], [3.4496, -0.9360, -4.8498], [2.1302, 1.1379, -4.7431], [1.5825, -0.7413, -3.4189], [4.8504, 1.2339, -3.3085], [4.6591, 2.6549, -3.6668], [5.9392, 0.4295, -3.8784], [5.5355, 1.5378, -1.8933], [0.3753, -2.0179, 0.3350], [-0.8316, -2.3306, -0.6019], [-2.0434, -1.6286, -0.3045], [-0.9202, -3.6807, -1.2081], [-0.2652, -1.3274, -1.7644], [0.1243, -3.4573, 1.2524], [1.1906, -4.4916, 1.3422], [-1.2617, -4.0077, 1.3673], [0.3072, -2.7469, 2.6706], [3.0264, 2.3773, 3.7827], [3.0213, 0.8667, 3.6841], [1.6492, 0.1733, 3.5503], [1.0366, 0.5508, 2.2888], [-0.3450, 0.4465, 2.3036], [4.0081, 0.6164, 2.6826], [4.0714, 2.6852, 3.8173], [2.6438, 2.6913, 4.7539], [2.5595, 2.8221, 2.9039], [3.3578, 0.5557, 4.6732], [1.1511, 0.3982, 4.4934], [1.8275, -0.9012, 3.5923], [-0.8102, 0.7277, 3.2484], [-0.7060, -0.5705, 2.1500], [-0.7818, 1.0940, 1.5433], [4.8644, 1.1198, 2.8654], [4.2987, -0.3487, 2.6169], [-3.6454, 3.1096, -0.7617], [-3.5640, 1.5741, -0.4979], [-4.6745, 0.5791, -1.1511], [-4.5056, 0.5584, -2.5099], [-5.6733, 0.4340, -3.2875], [-2.2980, 1.1799, -1.0405], [-3.0452, 3.7267, -0.0930], [-4.6100, 3.4145, -0.3559], [-3.6152, 3.5153, -1.7729], [-3.5575, 1.3607, 0.5710], [-5.6450, 0.7768, -0.6961], [-4.5430, -0.3933, -0.6765], [-6.1680, 1.3909, -3.4538], [-6.4637, -0.2145, -2.9097], [-5.3409, -0.0404, -4.2109], [-2.5792, 1.2384, -2.0088], [-2.2454, 0.1719, -1.0758], [-0.0463, 3.6512, -2.2035], [1.0658, 2.7800, -1.5916], [1.5439, 3.2488, -0.1665], [2.7722, 2.7214, 0.4415], [4.0061, 3.3340, 0.0585], [0.5434, 1.3843, -1.5485], [-0.7291, 4.0026, -1.4300], [-0.7382, 3.1276, -2.8632], [0.3459, 4.5446, -2.6895], [1.8744, 2.7796, -2.3226], [0.7642, 2.9418, 0.5306], [1.6419, 4.3339, -0.1994], [4.0387, 4.2709, 0.6146], [3.9514, 3.3774, -1.0293], [4.8825, 2.8306, 0.4667], [-0.4134, 1.4631, -1.2350], [0.4688, 1.0320, -2.4922], [0.7653, -5.1193, 4.5745], [1.6386, -4.8028, 5.7280], [1.8236, -3.4042, 5.7735], [0.5726, -6.1921, 4.5754], [1.2003, -4.8688, 3.6070], [-0.1934, -4.6036, 4.5208], [2.5215, -5.3936, 5.4840], [1.1913, -5.1105, 6.6732], [2.5751, -3.2095, 5.2088], [-3.7299, -3.8581, -3.5368], [-4.0590, -2.6015, -2.7544], [-3.2361, -1.5466, -3.2100], [-2.7225, -4.2137, -3.3204], [-3.8248, -3.8166, -4.6219], [-4.3939, -4.6978, -3.3321], [-3.9246, -2.7217, -1.6794], [-5.1163, -2.4451, -2.9681], [-3.5663, -0.7261, -2.8367]], "forces_ev_per_a": [[-1.6, 1.4, 0.9], [2.2, 1.5, -2.2], [-6.8, -3.7, -3.1], [0.3, 1.9, 1.3], [2.2, -1.0, 1.6], [1.1, 0.7, -0.2], [7.5, 4.4, 2.1], [-1.4, -3.9, -0.4], [-4.0, 0.9, 0.3], [-1.0, -1.0, 0.3], [0.1, -3.2, 1.8], [-1.3, -0.4, -5.2], [-0.6, -0.5, 0.4], [0.4, 3.5, 0.9], [-0.3, -0.6, -0.2], [0.8, -4.8, 5.0], [-2.1, 3.4, -1.7], [3.3, 2.4, -0.9], [0.0, 0.5, -0.6], [-0.2, 0.3, 0.5], [-0.8, 1.2, 0.6], [1.8, 0.1, -0.9], [1.5, 0.0, 1.1], [-2.1, -0.4, 0.0], [0.4, -2.3, -1.2], [0.0, 0.2, -0.1], [-0.5, 0.2, -0.3], [-0.2, 0.2, 0.3], [0.4, -0.6, 0.2], [-0.8, 0.4, -0.5], [-0.2, -0.3, -0.3], [0.4, 0.4, 0.3], [0.2, -0.1, -0.3], [0.2, 0.0, -0.2], [0.0, 0.5, -0.3], [-0.1, -0.4, 0.1], [-2.1, -0.2, 1.4], [-0.7, 0.0, -0.2], [0.8, 1.7, 4.0], [-0.1, -0.4, -0.8], [-0.9, -0.2, -1.2], [0.4, -0.9, -1.6], [0.8, -0.5, -0.2], [-0.5, 0.1, -0.3], [0.3, -0.6, -0.1], [-0.3, 0.2, 0.1], [-0.6, 0.9, -1.1], [0.8, -0.5, -0.3], [0.4, 0.1, -0.2], [0.3, -0.3, 0.7], [-0.2, 0.5, -0.3], [0.9, 1.0, -1.1], [0.5, -0.7, 1.3], [-0.4, 0.8, 1.0], [0.4, -1.1, -0.4], [0.5, 0.0, -0.1], [-1.3, -1.8, -0.7], [-0.9, 0.6, 0.2], [1.7, 0.9, 0.3], [0.1, 0.1, 0.3], [0.6, -0.3, -0.3], [0.1, -0.1, -0.1], [0.4, 0.1, 0.2], [0.0, 0.2, 0.1], [-0.1, 0.1, 0.1], [0.0, 0.6, -0.7], [0.9, 0.6, 0.1], [-0.3, -0.8, -0.4], [-0.8, -0.5, 0.9], [0.3, -0.4, -0.2], [-1.3, -0.7, -1.1], [-0.6, -0.2, -0.5], [0.8, 0.7, 0.3], [-0.1, -0.1, -0.2], [0.5, -0.2, 0.2], [-0.1, 0.0, 0.6], [0.6, 0.3, 0.8], [0.2, 0.0, 0.0], [0.0, 0.1, 0.0], [0.3, -0.9, 0.0], [1.6, -1.6, -2.5], [-0.3, -2.7, -0.3], [0.1, 0.1, 0.1], [0.1, 0.9, 0.0], [-0.2, 0.2, 0.7], [0.0, 0.4, 0.7], [-0.7, 1.1, 0.3], [-0.9, 2.5, 1.1]], "mulliken_spin": [-0.248, 0.439, -0.108, 0.346, 0.293, -0.008, -0.017, 0.029, 0.026, 0.000, -0.026, -0.002, 0.001, 0.000, -0.007, 0.005, 0.001, -0.007, 0.002, 0.005, -0.017, -0.021, -0.024, 0.007, -0.268, -0.001, 0.001, -0.003, -0.039, -0.001, 0.011, 0.000, -0.001, -0.006, 0.011, 0.001, 0.002, 0.000, -0.001, 0.024, -0.006, 0.000, 0.000, 0.000, 0.000, 0.001, 0.001, 0.003, 0.002, 0.003, 0.002, 0.000, 0.002, -0.031, -0.015, -0.002, -0.100, 0.007, -0.204, 0.003, 0.000, -0.004, -0.008, -0.010, -0.001, -0.006, -0.001, -0.001, 0.006, 0.003, 0.000, 0.000, 0.000, 0.000, 0.000, 0.000, 0.000, 0.000, 0.000, 0.012, 0.048, 0.708, 0.013, 0.004, 0.000, 0.072, 0.097, 0.003], "fmax_ha_per_bohr": 0.174, "multiplicity": 2, "total_charge": 2, "total_energy_ev": -112165.8315}



{"formula": "C16H45N4O5Sr2", "method": "ωB97M-V/def2-TZVPD", "elements": ["Sr", "Sr", "O", "H", "C", "C", "C", "O", "C", "N", "H", "H", "H", "H", "H", "H", "H", "H", "H", "H", "H", "C", "C", "C", "O", "C", "N", "H", "H", "H", "H", "H", "H", "H", "H", "H", "H", "H", "C", "C", "C", "O", "C", "N", "H", "H", "H", "H", "H", "H", "H", "H", "H", "H", "H", "C", "C", "C", "O", "C", "N", "H", "H", "H", "H", "H", "H", "H", "H", "H", "H", "H"], "positions_angstrom": [[1.2905, -0.5242, 2.6670], [-0.8490, 2.2951, 2.9140], [-0.2080, 0.7086, 1.1255], [-0.2861, 0.5613, 0.1827], [-5.1252, 0.6443, -1.5305], [-3.6455, 0.8609, -1.2469], [-3.2815, 2.3125, -1.5370], [-3.1615, 2.4536, -2.9265], [-2.8811, 3.7601, -3.3142], [-3.3979, 0.5660, 0.1735], [-5.5109, 1.0381, -2.4708], [-5.7274, 1.1262, -0.7575], [-5.3341, -0.4268, -1.5775], [-3.0621, 0.2182, -1.9137], [-2.3321, 2.6253, -1.0558], [-4.0289, 2.9997, -1.1173], [-1.8666, 4.0993, -3.0435], [-3.5583, 4.5655, -3.0096], [-2.8417, 3.8510, -4.4031], [-2.3972, 0.5985, 0.3378], [-3.6059, -0.4185, 0.3352], [-0.7704, -4.0590, 1.0086], [-1.0906, -2.7100, 1.5898], [-2.6049, -2.6468, 1.9178], [-3.3359, -2.8082, 0.7623], [-4.7242, -3.0760, 0.9749], [-0.3046, -2.5933, 2.8452], [-0.9926, -4.8684, 1.7129], [0.2476, -4.2239, 0.6563], [-1.4587, -4.2832, 0.1897], [-0.8352, -1.8771, 0.9309], [-2.7603, -1.6873, 2.4519], [-2.8818, -3.4394, 2.6256], [-5.2691, -3.0969, 0.0382], [-5.1575, -2.2511, 1.5546], [-4.8372, -4.0069, 1.5330], [-0.7457, -1.8263, 3.3622], [-0.4228, -3.4070, 3.4433], [0.6561, 3.2698, -1.5716], [2.0961, 2.8268, -1.3538], [3.1264, 3.9385, -1.5473], [2.9441, 4.4840, -2.8101], [3.9981, 5.3459, -3.2078], [2.2565, 2.2059, -0.0025], [0.5309, 3.7646, -2.5409], [0.2688, 3.9686, -0.8195], [-0.0190, 2.4135, -1.6890], [2.2971, 2.0118, -2.0551], [4.0975, 3.4356, -1.4877], [3.0217, 4.6663, -0.7318], [3.6276, 5.9569, -4.0327], [4.8507, 4.7849, -3.5917], [4.2330, 6.0694, -2.4232], [2.0549, 2.9978, 0.6183], [1.5157, 1.5256, 0.1247], [4.9193, -3.7401, 2.4704], [4.0097, -2.5382, 2.1796], [3.2867, -2.7606, 0.8468], [2.5452, -1.5673, 0.5453], [1.9952, -1.5413, -0.7925], [3.0191, -2.3736, 3.2692], [5.7545, -3.8192, 1.7733], [4.3604, -4.6737, 2.5098], [5.4327, -3.5361, 3.4136], [4.6451, -1.6510, 2.1635], [2.5581, -3.5691, 0.9629], [4.0221, -2.9928, 0.0786], [1.5396, -0.5680, -0.9620], [1.2544, -2.3404, -0.8611], [2.8168, -1.6534, -1.4988], [2.6011, -3.2885, 3.4362], [3.4382, -2.1064, 4.1577]], "forces_ev_per_a": [[1.6, -2.0, -1.8], [-1.0, 0.2, -2.2], [0.1, 0.8, 3.0], [-0.2, 0.1, -0.3], [-0.4, -0.3, 0.0], [-0.7, 0.7, -0.4], [0.3, 0.1, 0.0], [-0.3, -0.1, 0.4], [1.0, 1.5, -1.2], [0.6, -0.3, 0.4], [0.6, 0.1, -0.2], [0.1, -0.2, 0.2], [-0.2, 0.0, 0.3], [0.1, 0.1, 0.0], [0.2, -0.3, 0.1], [-0.2, -0.1, -0.1], [-0.1, -0.3, 0.5], [-0.4, -0.5, 0.5], [-0.3, -0.6, 0.0], [0.1, 0.0, -0.2], [-0.3, 0.1, 0.0], [-0.4, -0.9, -0.8], [-0.6, -1.2, 0.5], [0.6, -0.2, 0.3], [0.0, 0.5, -0.8], [-0.2, 0.5, 0.7], [0.1, 1.6, 0.1], [0.1, 0.2, 0.3], [0.0, 0.3, 0.0], [0.2, 0.2, -0.1], [0.1, 0.0, -0.1], [-0.4, 0.2, -0.2], [0.3, 0.0, 0.2], [0.4, -0.2, -0.2], [0.0, -0.1, 0.1], [-0.1, -0.1, -0.1], [-0.6, -0.4, 0.5], [0.0, -0.1, -0.2], [-0.3, 0.1, -1.0], [-0.5, -0.6, 0.1], [0.0, -1.2, 0.0], [-0.4, 0.2, 0.0], [-0.4, 0.7, -0.6], [0.2, 0.8, 0.1], [0.3, 0.2, 0.2], [0.2, -0.1, 0.1], [0.0, -0.1, 0.5], [0.2, 0.2, -0.2], [0.2, 0.3, 0.3], [0.1, 0.3, 0.0], [-0.1, -0.2, 0.0], [0.2, 0.0, 0.4], [0.4, -0.3, 0.2], [0.1, -0.3, 0.3], [0.0, 0.3, -0.1], [0.5, 0.7, 0.2], [0.7, -1.0, -0.2], [-0.1, 0.6, 1.0], [-0.4, 0.7, 0.4], [0.3, -0.2, 0.5], [-0.8, 0.5, 0.1], [-0.3, -0.1, -0.3], [0.1, -0.1, 0.1], [-0.3, -0.3, 0.2], [-0.2, 0.2, -0.3], [0.2, -0.3, -0.2], [-0.1, 0.1, -0.2], [0.0, 0.0, 0.1], [0.1, 0.0, -0.4], [-0.2, -0.2, -0.2], [-0.1, 0.1, 0.1], [0.5, -0.3, -0.2]], "mulliken_charge": [1.692, 1.677, -0.546, -0.310, -1.566, 0.658, -0.279, -0.314, -0.608, -0.612, 0.396, 0.394, 0.354, 0.222, -0.017, 0.385, 0.080, 0.353, 0.319, 0.060, 0.241, -1.773, 1.439, -0.957, -0.361, -0.831, -0.553, 0.512, 0.311, 0.393, -0.453, 0.273, 0.569, 0.275, 0.365, 0.361, 0.293, 0.266, -1.161, 0.183, -0.831, -0.300, -0.776, -0.484, 0.466, 0.226, 0.419, 0.266, 0.396, 0.353, 0.265, 0.291, 0.337, 0.230, 0.231, -1.478, 0.086, -0.716, 0.042, -0.677, -0.523, 0.435, 0.380, 0.417, 0.280, 0.193, 0.477, 0.136, 0.316, 0.322, 0.176, 0.318], "fmax_ha_per_bohr": 0.060, "de_lowest_kj_mol": 0.00, "total_charge": 3, "total_energy_ev": -35164.8253}



{"formula": "C16H46N7O4P2", "method": "ωB97M-V/def2-TZVPD", "elements": ["O", "N", "C", "C", "O", "C", "C", "H", "H", "H", "H", "H", "H", "H", "H", "H", "H", "O", "P", "N", "C", "C", "N", "C", "C", "N", "C", "C", "H", "H", "H", "H", "H", "H", "H", "H", "H", "H", "H", "H", "H", "H", "H", "H", "H", "H", "O", "P", "N", "C", "C", "N", "C", "C", "N", "C", "C", "H", "H", "H", "H", "H", "H", "H", "H", "H", "H", "H", "H", "H", "H", "H", "H", "H", "H"], "positions_angstrom": [[-8.3718, -4.4283, 0.1128], [-7.8471, -3.1318, 0.0769], [-8.6718, -2.1955, -0.7504], [-8.0331, -0.7683, -0.6716], [-6.6568, -0.7595, -0.9688], [-5.9593, -1.6794, -0.1485], [-6.4929, -3.0846, -0.5231], [-9.0516, -4.4348, 0.8091], [-7.8225, -2.7335, 1.0214], [-8.6022, -2.5091, -1.7894], [-9.6990, -2.1165, -0.3960], [-8.2584, -0.3363, 0.3142], [-8.5290, -0.1955, -1.4549], [-4.9033, -1.6865, -0.4141], [-6.1241, -1.4738, 0.9185], [-6.5584, -3.0914, -1.6076], [-5.8347, -3.8663, -0.1479], [-2.2382, -1.7007, 1.2854], [-1.2911, -0.9951, 2.2536], [-1.6661, 0.6442, 1.8389], [-1.5217, 1.0996, 0.4642], [-2.9801, 1.0276, 2.3346], [0.1809, -1.5621, 1.6070], [1.1680, -0.7308, 0.9485], [0.1558, -2.8893, 1.0032], [-0.4023, -0.4649, 3.7125], [-0.8132, -1.2140, 4.9115], [-0.1549, 0.9236, 4.0727], [-1.7969, 2.1548, 0.3954], [-2.1458, 0.5377, -0.2421], [-0.4865, 1.0476, 0.1336], [-3.0905, 0.7439, 3.3880], [-3.7884, 0.5424, 1.7693], [-3.1113, 2.1101, 2.2804], [0.9202, -0.5555, -0.1042], [2.1502, -1.2073, 0.9799], [1.2938, 0.2339, 1.4420], [-0.2313, -2.8654, -0.0242], [-0.4670, -3.5686, 1.5826], [1.1614, -3.3135, 0.9839], [-1.8073, -0.9118, 5.2590], [-0.1019, -1.0718, 5.7257], [-0.8425, -2.2866, 4.6916], [-1.0522, 1.4431, 4.4294], [0.2665, 1.4878, 3.2465], [0.5869, 0.9449, 4.8761], [3.3854, 0.5889, -1.3205], [4.7828, 1.1417, -1.5621], [4.3816, 2.8174, -1.7148], [3.4161, 3.2478, -2.7143], [4.0247, 3.3941, -0.4238], [5.0977, 0.3546, -3.0492], [5.2420, 1.0209, -4.3221], [4.4777, -0.9527, -3.2323], [6.5249, 1.5244, -1.4398], [7.1599, 0.8440, -0.2990], [7.0911, 2.8574, -1.5825], [3.2949, 4.3326, -2.6650], [2.4290, 2.7882, -2.5835], [3.7677, 3.0410, -3.7231], [4.7710, 3.1281, 0.3341], [3.0483, 3.0371, -0.0728], [4.0039, 4.4841, -0.4823], [4.2693, 1.2322, -4.7855], [5.8116, 0.3951, -5.0151], [5.8001, 1.9547, -4.2382], [3.4304, -0.8695, -3.5520], [4.5027, -1.5272, -2.3085], [5.0244, -1.5278, -3.9829], [6.8687, 1.2943, 0.6564], [8.2472, 0.8730, -0.3805], [6.8654, -0.2107, -0.2799], [6.8858, 3.5072, -0.7235], [6.7406, 3.3531, -2.4825], [8.1764, 2.7632, -1.6804]], "forces_ev_per_a": [[0.1, -0.1, 0.1], [-0.8, 0.4, -0.7], [0.4, 1.3, -0.3], [-0.2, -0.6, -0.1], [-0.1, 0.1, 0.4], [-0.3, -0.8, -0.9], [1.2, 0.7, 0.8], [0.0, -0.1, -0.2], [0.3, -0.3, 0.1], [-0.3, -0.4, 0.2], [0.1, -0.4, 0.0], [0.2, 0.1, -0.1], [0.0, 0.2, 0.2], [0.0, 0.4, 0.3], [0.3, 0.1, 0.0], [-0.2, -0.4, 0.1], [-0.4, -0.1, 0.2], [-1.2, -1.1, 2.9], [3.3, 3.1, -4.3], [0.2, 0.4, 0.0], [0.2, -0.2, -0.3], [0.1, -0.2, 0.4], [-0.2, -1.0, -0.2], [0.4, 0.4, 0.5], [-0.4, 0.0, -0.3], [-2.0, -1.2, 1.3], [0.3, -0.4, -0.1], [-0.4, 0.5, -0.2], [-0.1, 0.0, 0.2], [0.0, 0.0, 0.0], [0.0, -0.2, 0.0], [0.0, 0.0, 0.0], [0.0, 0.0, 0.0], [0.1, 0.0, -0.1], [0.1, 0.0, 0.0], [-0.1, -0.1, 0.0], [-0.2, 0.0, 0.0], [0.0, -0.1, 0.0], [0.0, 0.0, -0.1], [0.1, 0.2, 0.0], [0.0, 0.0, 0.2], [0.0, 0.1, -0.1], [0.0, 0.0, 0.0], [0.1, 0.1, 0.0], [-0.1, -0.1, -0.1], [-0.1, -0.3, 0.1], [1.7, -1.0, 2.7], [-1.3, 2.6, -5.4], [0.2, 0.4, -0.3], [-0.2, -0.2, -0.3], [0.3, -0.2, 0.2], [-0.3, -0.9, 0.0], [0.6, 0.3, 0.0], [-0.4, 0.1, 0.1], [-0.3, -1.0, 2.5], [0.0, -0.4, -0.2], [-0.3, 0.5, 0.2], [0.0, 0.0, 0.2], [0.0, 0.0, 0.0], [0.0, -0.1, 0.1], [0.0, 0.0, 0.0], [0.0, 0.0, 0.0], [0.0, 0.0, -0.1], [0.0, 0.0, 0.0], [0.0, -0.1, 0.1], [-0.1, 0.0, 0.1], [0.0, -0.1, 0.0], [-0.1, 0.0, 0.0], [0.1, 0.2, -0.1], [0.2, 0.0, 0.1], [0.0, 0.1, -0.1], [0.0, 0.0, 0.0], [0.1, 0.1, 0.0], [-0.2, -0.1, 0.1], [0.0, -0.3, 0.1]], "mulliken_charge": [-0.390, 0.118, -0.536, -0.483, -0.339, -0.301, -0.798, 0.371, 0.412, 0.388, 0.361, 0.377, 0.354, 0.331, 0.320, 0.365, 0.423, -0.816, 0.738, 0.156, -0.803, -0.989, 0.291, -1.226, -1.000, 0.082, -0.994, -0.913, 0.380, 0.185, 0.171, 0.340, 0.056, 0.377, 0.427, 0.517, 0.132, 0.266, 0.345, 0.341, 0.322, 0.367, 0.313, 0.306, 0.251, 0.393, -0.771, 0.787, 0.114, -0.904, -1.174, 0.213, -1.072, -0.964, 0.040, -1.027, -0.914, 0.379, 0.215, 0.252, 0.340, 0.278, 0.361, 0.371, 0.361, 0.233, 0.265, 0.302, 0.359, 0.325, 0.372, 0.322, 0.307, 0.256, 0.388], "fmax_ha_per_bohr": 0.122, "total_charge": 1, "total_energy_ev": -54524.4791}